Here is a 4-piece molecular cluster, C28H51BO11S overall at a distorted geometry from OMol25. Energies are from ωB97M-V/def2-TZVPD.

```
! wB97M-V def2-TZVPD RIJCOSX def2/J DEFGRID3
* xyz 0 1
H -1.34 -1.04 4.72
H 3.48 -2.71 3.87
O -2.12 0.85 -1.61
O -4.86 3.48 -3.90
H 6.89 -1.07 1.83
H 1.33 1.37 1.42
C 2.87 3.95 -1.87
H 5.10 -2.98 4.54
C 5.40 -6.46 4.58
H 7.22 -5.81 3.62
C -1.84 -2.21 1.62
H -3.87 4.99 -0.48
B 0.68 3.40 -1.15
H 3.82 -7.47 5.66
C -5.04 -1.00 -1.36
O 4.28 -1.56 1.61
O 4.62 -6.32 3.39
C 6.52 -1.91 2.42
H 6.99 -7.56 3.61
H -3.29 3.38 -2.11
C -0.70 2.79 -3.08
C -1.67 2.06 -1.09
H -6.86 3.83 -3.79
O -3.70 1.87 1.09
H -6.98 5.07 -5.97
H -6.24 3.47 -6.17
H 3.32 3.23 -2.56
C 4.87 -7.62 5.41
H 3.13 3.60 -0.86
H -4.16 1.40 -1.36
C -2.56 1.47 1.02
C 0.71 0.23 -0.35
H -3.50 1.46 -2.97
H -4.99 -2.08 -1.22
H 7.15 -2.00 3.31
H 1.43 0.07 -3.57
H -5.68 5.57 -2.46
C -3.48 0.87 -2.04
H 1.52 3.50 0.64
C -5.98 4.32 -4.20
H -2.34 -1.04 -0.06
H -1.82 -3.14 1.07
C -1.59 -1.01 3.66
H -0.36 0.17 -3.44
S -2.55 4.73 -0.40
H 3.38 4.91 -2.03
H 7.48 -6.74 5.11
C 4.53 -2.86 3.62
O -1.61 2.20 0.33
H -0.26 0.21 0.13
C -0.24 2.22 -1.72
H 2.54 1.33 0.16
H -4.79 -0.51 -0.42
H 1.74 1.41 -1.77
H -5.22 4.90 -6.14
C -1.93 0.16 3.03
H 4.37 -2.37 1.10
C -5.79 5.68 -3.54
H 4.96 -0.77 3.36
H -6.64 6.33 -3.74
H 4.94 -8.55 4.85
C -2.30 3.41 -1.65
H 4.71 -7.13 2.89
H -6.05 -0.66 -1.62
H 6.64 -2.81 1.82
H 4.59 -3.80 3.05
H -4.07 3.90 -4.25
C 0.73 1.00 -1.69
H 5.44 -7.73 6.34
H -4.55 -0.42 -3.37
O -2.97 -1.46 -2.65
C -4.01 -0.54 -2.42
C 1.78 0.72 0.66
H -1.30 -3.12 3.46
H 0.53 -1.02 -2.55
C 0.57 0.02 -2.89
C 5.06 -1.70 2.79
H 0.97 -0.82 -0.54
C 6.86 -6.65 4.22
H -1.97 1.09 3.57
C -1.56 -2.19 2.97
H 2.33 -0.11 1.13
O -0.49 2.46 -4.21
O -1.46 3.90 -2.70
C -2.21 0.16 1.68
O 1.48 4.05 -2.10
H -2.92 -2.10 -1.93
O 0.74 3.81 0.16
C -2.15 -1.03 1.00
C -6.12 4.45 -5.71
H -4.88 6.16 -3.91
H 5.28 -5.53 5.14
*
```

Results
Molar mass (g/mol): 606.584
Gap between HOMO and LUMO (eV): 9.447
Highest occupied orbital energy (Eh): -0.3272
E (Ha): -2348.17255
SMILES: CC[C@@H](C)[C@@]1(B(O)OC)C(=O)O[C@H](S)[C@]1(OC[C@H](C)O)OC(=O)c1ccccc1.CC(C)O.CC(C)O.CC(C)O

=====

Here is a 5-piece molecular cluster, C28H51N2O11 overall from OMol25. Energies are from ωB97M-V/def2-TZVPD.

```
! wB97M-V def2-TZVPD RIJCOSX def2/J DEFGRID3
* xyz 1 1
H 1.12 1.09 2.26
H -3.47 1.38 5.30
H -9.13 -2.21 -4.06
O -2.25 1.77 0.96
H -2.36 -0.96 -1.19
H 8.76 -0.67 2.10
H 5.81 0.95 -4.34
C 7.02 2.22 0.30
O -9.37 -1.46 -0.90
N 0.72 -1.93 -0.43
H -10.62 -0.31 -4.73
H -4.32 -2.17 1.26
C 8.07 2.62 -0.71
C 0.99 -1.23 0.69
H 9.09 -0.17 -7.12
H -8.11 1.20 -3.83
H 7.33 2.41 1.33
H -7.11 0.08 -0.35
C -2.37 0.55 6.96
H -0.58 1.07 2.65
H 4.27 -2.26 0.97
H 8.32 3.67 -0.60
H -1.90 2.13 5.56
H -0.09 2.98 8.86
O 8.52 1.00 -5.59
H 1.44 -2.56 -0.77
C -0.55 2.56 7.97
H 2.19 -2.31 2.01
H 8.80 1.04 1.66
O -9.01 -0.01 -2.51
C 0.01 -0.37 1.20
C 3.51 -1.69 0.43
C -9.62 -2.33 -3.09
H 9.38 -0.18 0.51
H -6.60 -0.37 1.57
H 3.98 -0.75 0.16
H -6.53 -2.91 -0.44
O -6.16 -0.12 -0.39
H -5.07 -3.58 -0.28
C 8.63 0.03 1.28
O 8.37 1.94 -3.62
H 6.62 -0.61 -4.59
H 6.11 2.80 0.13
H 8.99 2.04 -0.58
C 7.26 -0.18 0.69
C 7.02 0.32 -7.39
O -1.03 0.22 7.31
C -4.66 0.47 1.38
H -2.91 -0.40 6.96
H -6.00 -2.47 1.75
C -0.18 1.10 7.89
O 6.75 -1.27 0.64
C -0.43 -1.86 -1.12
N -5.55 -2.68 -0.31
H 2.54 -0.61 2.01
C -2.44 1.19 5.59
O -3.35 -0.15 1.43
C -8.72 0.30 -3.88
H 3.28 -2.27 -0.46
C 2.31 -1.44 1.36
H 6.67 0.15 -3.01
H -4.66 1.33 0.71
C 7.93 1.14 -4.40
H -0.55 -2.46 -2.00
H -8.10 -0.47 -4.32
C -9.31 -1.25 -2.09
H 8.04 -0.99 -5.99
O 6.60 0.85 0.14
C -5.74 -0.51 0.91
C 0.27 0.43 2.44
O 0.89 0.69 8.27
H 7.74 2.43 -1.74
C -1.21 -0.31 0.51
H -10.70 -2.36 -3.24
C 6.68 0.34 -4.08
H 6.11 0.46 -6.81
H 0.53 -0.20 3.29
H -9.30 -3.28 -2.68
H -0.14 3.07 7.10
C 8.20 -0.05 -6.51
C -1.42 -1.04 -0.66
C -2.33 0.57 0.99
H 7.22 1.25 -7.92
H -10.56 1.37 -4.21
C -9.98 0.57 -4.68
H -1.62 2.75 8.02
H -9.73 0.86 -5.69
C -5.36 -2.02 0.99
H -1.98 0.52 4.86
H 6.83 -0.47 -8.12
H -2.84 1.17 7.73
H -4.89 0.86 2.37
*
```

Results
Molar mass (g/mol): 591.719
Gap between HOMO and LUMO (eV): 7.633
Highest occupied orbital energy (Eh): -0.4217
E (Ha): -2034.44177

=====

Here is a 3-piece molecular cluster, C28H51N3O8 overall at a distorted geometry from OMol25. Energies are from ωB97M-V/def2-TZVPD.

```
! wB97M-V def2-TZVPD RIJCOSX def2/J DEFGRID3
* xyz 0 3
C 5.26 -3.55 1.65
H -1.77 5.17 -1.14
C 1.91 1.85 -1.52
C -5.02 1.77 -0.99
C 3.28 1.24 -1.56
H -6.48 1.43 1.07
O -1.68 3.05 0.45
N -3.41 0.28 0.05
C -5.51 0.96 1.26
H 0.30 1.18 -2.76
H -0.92 2.25 -1.24
H 0.88 5.83 -2.20
C -2.81 3.73 -2.25
C -3.01 -0.98 0.73
C 3.87 -5.14 0.31
H -3.63 -3.03 0.88
O 4.10 -1.58 -0.28
C -1.53 -1.23 0.50
H 2.23 4.67 0.20
H -3.44 -2.46 -0.77
C 4.52 -3.75 0.33
H 6.09 -2.83 -0.88
C 1.16 1.85 -2.84
H -4.89 1.68 1.79
C -0.88 3.22 -0.73
H 3.52 5.54 -1.31
O 0.32 3.42 1.23
H -5.71 0.12 1.92
C 1.86 -1.04 0.98
C -1.51 4.25 -1.65
C -4.88 0.57 -0.09
C 1.46 -3.42 1.33
H 1.81 1.55 -3.67
C 3.32 -2.26 2.59
H 5.93 -4.39 1.81
H -4.66 1.58 -1.99
C -3.82 -2.18 0.22
H 4.99 -3.87 -1.79
H 3.85 -1.31 2.63
H -4.46 2.60 -0.56
H -6.68 -0.43 -0.68
C -5.61 -0.64 -0.66
H 0.77 2.83 -3.08
C -3.16 -0.84 2.26
H 3.17 -5.24 -0.52
H -1.21 -2.08 1.10
O -1.01 1.93 2.31
N 1.42 2.23 -0.40
H 5.90 -2.66 1.57
H 0.69 -3.08 2.02
H -2.76 1.80 -2.22
H 4.64 -5.90 0.18
H 3.67 1.08 -0.56
O -2.81 0.41 -1.09
C 1.32 4.71 -0.41
C 4.32 -3.39 2.84
H 4.90 -3.16 3.73
O -2.73 2.52 -2.88
H 3.34 -5.40 1.23
H 1.10 -0.88 1.74
H -5.77 -1.88 1.11
H -5.30 -0.79 -1.71
O -3.84 4.35 -2.19
H 3.22 0.25 -2.02
C 5.51 -3.75 -0.84
H -0.86 4.45 -2.50
H -2.68 -1.68 2.75
C -0.80 2.71 1.43
H 1.82 4.38 -2.52
C -5.33 -1.92 0.12
H 0.67 5.46 0.05
C 2.57 -2.36 1.25
N 3.52 -2.66 0.13
H 3.94 1.86 -2.17
H -0.93 -0.36 0.79
O 2.84 6.01 -1.81
H 2.58 -2.23 3.39
C 0.59 3.38 -0.23
H 3.80 -4.32 3.05
H 1.79 -4.39 1.70
H -1.31 -1.46 -0.55
C 1.68 5.19 -1.81
H -5.80 -2.77 -0.39
H -6.06 2.08 -1.09
H 1.00 -3.56 0.35
H -4.19 -0.83 2.60
H 1.38 -1.04 0.01
H 2.54 -0.19 1.02
H -2.68 0.07 2.61
H 6.20 -4.58 -0.72
*
```

Results
Molar mass (g/mol): 557.729
<S²>: 2.008
Gap between HOMO and LUMO (spin up / spin down) (eV): 9.156 / 9.148
Highest occupied orbital energy (spin up / spin down) (Eh): -0.3143 / -0.3426
E (Ha): -1863.56138

=====

Here is C28H52BiOP2 as an isolated structure at a distorted geometry from OMol25. Energies are from ωB97M-V/def2-TZVPD.

```
! wB97M-V def2-TZVPD RIJCOSX def2/J DEFGRID3
* xyz 1 1
H -3.09 -1.98 1.14
C 1.50 -2.95 -1.64
C 2.21 5.37 -1.46
H 3.18 -0.59 3.33
P 0.26 3.88 0.05
H 0.27 6.16 -0.85
H 0.73 4.56 2.38
C 1.91 -2.37 3.35
O 1.78 -2.25 1.95
H -5.91 0.78 -0.48
C -2.20 1.14 1.14
C -3.51 -0.98 1.22
H -0.12 -5.46 1.19
H 1.38 -4.47 3.09
H -5.59 -0.80 1.28
C 3.15 -1.58 3.80
C -1.34 4.69 0.51
H 3.33 -3.95 0.37
H 0.60 5.26 -3.70
H 3.20 5.40 -0.97
H 3.19 -3.94 -2.51
H -2.18 0.99 -2.39
H -0.26 -2.15 3.46
C 3.38 4.52 -3.69
H -2.62 -0.10 2.95
H 3.06 -4.22 3.64
H -1.64 5.40 -0.27
H 3.45 3.87 -4.57
H 0.64 -0.80 4.22
H 3.06 5.52 -4.00
Bi 1.75 -1.19 0.03
C -2.19 -2.65 -1.20
H 0.71 3.60 -4.38
C -2.84 0.00 1.88
C -0.75 -4.61 0.91
C 1.06 5.50 -0.45
H 0.56 -2.37 5.02
H 4.06 -2.12 3.51
H -1.22 -0.27 -0.24
C -0.75 -3.00 -1.11
C 2.03 -3.85 3.72
H -1.70 -5.01 0.51
H -2.92 1.95 0.99
C 1.07 3.75 1.71
H 2.10 -5.03 1.12
H -2.30 -1.59 -0.96
H -1.26 5.23 1.46
H 4.36 4.59 -3.21
C 0.63 -1.88 4.04
H -1.37 1.52 1.76
H 3.18 -1.44 4.88
C 0.65 4.19 -3.45
H -2.81 -3.24 -0.52
H -4.60 1.38 0.58
H -0.99 -4.04 1.83
H 2.66 -5.33 -0.54
H -5.02 -1.57 -0.23
H -2.59 -2.76 -2.22
C -0.16 -1.89 -3.36
H 0.83 2.78 2.16
C -2.65 0.84 -1.41
P 2.18 3.79 -2.47
C -4.87 0.62 -0.16
C -3.99 0.70 -1.36
H -2.15 3.95 0.60
C 0.18 -2.58 -2.08
C -1.65 0.75 -0.28
C 2.41 -4.53 0.18
H -0.25 3.89 -2.90
H -0.79 1.42 -0.52
H -1.04 -2.40 -3.78
C -4.81 -0.77 0.50
H 1.44 5.99 0.46
H 2.16 3.82 1.58
H 3.55 -2.30 -1.90
H -0.42 -0.82 -3.21
C 2.78 -2.92 -2.41
H 0.67 -1.96 -4.07
C 1.32 -3.67 -0.37
H 1.74 -3.98 4.78
H -4.54 0.63 -2.29
C -0.09 -3.77 -0.12
H 2.20 6.23 -2.15
H 2.63 -2.51 -3.42
*
```

Results
Molar mass (g/mol): 675.651
Gap between HOMO and LUMO (spin up / spin down) (eV): 4.261 / 4.262
Highest occupied orbital energy (spin up / spin down) (Eh): -0.3642 / -0.3642
E (Ha): -2070.18468

=====

Here is a 10-piece molecular cluster, C28H52Br8O18 overall at a distorted geometry from OMol25. Energies are from ωB97M-V/def2-TZVPD.

```
! wB97M-V def2-TZVPD RIJCOSX def2/J DEFGRID3
* xyz 0 1
Br -1.43 -6.88 1.88
C 8.47 -1.69 4.56
O 8.10 -1.76 5.96
H 2.02 -2.10 -0.15
H 6.86 -4.73 -0.11
H -0.33 -6.07 -0.94
H -6.48 -0.65 5.77
C 8.20 -2.23 -1.49
Br 3.50 6.22 -0.23
H 0.00 -7.80 -0.58
H -5.46 -7.54 -6.50
H 8.63 -0.64 4.31
H -6.28 8.10 2.89
H -4.36 -4.54 -1.51
O -6.28 0.88 3.70
H 0.69 -5.46 1.35
O -0.44 0.69 -1.14
H 4.31 4.34 1.15
Br 2.08 -6.33 -1.23
O -7.44 0.53 1.70
Br -5.14 5.92 1.74
H -8.54 11.46 -5.26
H 1.36 3.95 0.77
H 3.12 -1.42 -1.27
O -4.22 -6.85 -5.02
H 2.07 5.06 1.96
Br 3.73 2.82 -5.66
H -2.04 0.89 0.08
C -5.15 -6.21 -4.24
C 7.88 -3.84 8.73
O 7.91 -1.07 -1.21
H 9.77 -4.86 -1.43
H 6.54 4.20 -4.89
H 8.13 -5.56 0.65
H 7.73 -2.00 3.81
H -4.93 -8.84 -5.49
H 5.82 1.43 -6.11
C -5.11 0.34 4.29
H 8.24 -3.55 9.72
C 6.80 3.29 -5.44
H -8.54 12.41 -3.67
C 2.24 4.15 1.38
C 0.29 -6.77 -0.38
H 5.62 1.62 -4.41
H 7.27 -4.68 -2.64
O 8.84 -3.10 -0.74
C -4.61 -7.89 -5.91
C -4.85 -0.91 3.48
O -4.45 -5.41 -3.42
O 7.97 -2.76 -2.65
C 8.20 -4.11 -2.64
H -6.57 6.74 -3.34
H -3.79 -0.96 3.23
C 3.46 4.35 0.46
H -7.82 6.67 -4.54
C 0.19 -0.40 -0.77
H -8.28 6.20 -2.90
H 9.41 -2.22 4.47
H 2.96 -0.81 0.52
H -7.25 7.47 1.60
C -6.67 7.16 2.47
O 7.84 -2.73 7.84
C -7.44 6.44 3.58
H -2.14 1.89 -1.31
O -0.29 -1.44 -0.29
C -6.59 0.27 2.51
C -7.64 6.86 -3.48
H 8.59 -4.61 8.42
C -8.18 11.55 -4.24
H 8.77 -4.30 -3.55
H 1.07 -7.11 1.67
O -7.98 8.17 -3.06
H -3.75 -8.17 -6.52
H -2.44 0.03 -1.40
H 7.55 -6.24 -0.63
C 7.81 -5.22 -0.33
O 7.69 -4.10 5.98
O -8.32 10.34 -3.42
C 2.51 -1.16 -0.41
O -5.75 -0.72 2.40
Br 7.23 3.47 -7.34
H 3.48 3.61 -0.34
H -5.06 -3.53 -2.65
H -6.05 -4.89 -2.15
H -5.81 1.00 6.20
H 7.72 2.90 -5.01
C -5.03 -4.58 -2.37
O 1.51 -0.21 -0.91
O -6.36 -6.28 -4.32
C 5.63 2.18 -5.34
C 7.88 -2.96 6.55
H -7.65 5.40 3.31
H -8.44 6.81 3.80
C 8.79 -4.41 -1.29
H -7.12 11.63 -4.47
H 6.90 -4.31 8.87
Br -6.40 6.29 5.26
C -5.63 0.03 5.73
O -7.88 9.00 -5.21
H -4.82 -0.43 6.29
Br 2.68 2.71 2.63
C -7.99 9.14 -4.00
H -4.21 0.96 4.27
H -5.09 -1.90 3.87
C -1.88 0.87 -1.00
C 0.35 -6.48 1.14
*
```

Results
Molar mass (g/mol): 1315.938
Gap between HOMO and LUMO (eV): 10.118
Highest occupied orbital energy (Eh): -0.3705
E (Ha): -23044.41559
SMILES: C[C@H]1COC(=O)O1.C[C@H]1COC(=O)O1.COC(=O)OC.COC(=O)OC.COC(=O)OC.COC(=O)OC.BrCCBr.BrCCBr.BrCCBr.BrCCBr